Formula: C23H18LuN7O6
Source: OMol25
Level of theory: ωB97M-V/def2-TZVPD

```
55
Properties=species:S:1:pos:R:3:forces:R:3
Lu 0.2406 0.7706 0.1249 0.9 -0.8 0.5
C 2.2224 0.9137 -2.6372 -0.1 -0.1 -0.4
N 2.2651 1.6336 -1.3472 -0.2 0.1 0.2
C 3.5621 1.5811 -0.6426 0.2 0.0 0.1
C 3.4154 0.8673 0.6726 -0.2 0.0 -0.1
N 2.2482 0.3864 1.0921 0.3 0.3 -0.2
C 2.5082 -0.2543 2.2989 0.6 -0.2 0.5
C 1.6608 -0.9862 3.1252 0.1 0.0 -0.1
C 2.2044 -1.4927 4.2861 -0.1 0.0 -0.1
C 3.5514 -1.2938 4.6064 0.1 0.0 0.0
C 4.4132 -0.6082 3.7740 0.0 0.0 -0.1
C 3.8737 -0.1010 2.6007 -0.9 -0.3 0.4
N 4.4075 0.6054 1.5392 -0.2 0.2 -0.4
C 1.2612 -0.2469 -2.6374 0.0 0.1 0.3
N 0.5421 -0.6303 -1.5844 0.2 0.3 -0.3
C -0.2637 -1.6715 -2.0252 -0.1 -0.4 -0.5
C -1.2276 -2.3998 -1.3356 0.1 0.1 0.0
C -1.8804 -3.3882 -2.0442 0.0 0.1 0.1
C -1.5806 -3.6388 -3.3886 0.0 0.0 -0.1
C -0.6348 -2.9136 -4.0835 0.1 0.1 0.0
C 0.0240 -1.9197 -3.3791 -0.6 -0.2 0.9
N 0.9895 -0.9957 -3.7186 0.3 0.3 0.1
H 3.2219 0.5515 -2.9170 -0.2 0.1 0.1
H 1.8985 1.5991 -3.4295 0.1 -0.1 0.1
H 2.0353 2.6101 -1.5423 0.0 -0.4 0.1
H 3.9397 2.5946 -0.4683 0.0 -0.1 0.0
H 4.3154 1.0574 -1.2470 -0.1 0.2 0.1
H 0.6255 -1.1593 2.8568 0.1 0.0 0.2
H 1.5837 -2.0638 4.9577 0.0 -0.1 0.1
H 3.9313 -1.7099 5.5240 0.1 0.0 0.1
H 5.4530 -0.4781 4.0204 0.2 0.0 0.1
H 5.3766 0.8718 1.4449 0.0 0.0 -0.1
H -1.4429 -2.1962 -0.2857 0.0 -0.2 -0.2
H -2.6376 -3.9863 -1.5612 0.0 0.0 0.1
H -2.1120 -4.4243 -3.8989 -0.1 -0.1 -0.1
H -0.4243 -3.1033 -5.1209 0.0 -0.1 -0.2
H 1.3891 -0.8891 -4.6387 0.1 0.1 0.0
O -2.0251 1.9947 -2.8160 0.0 0.0 0.2
C -1.7038 2.0328 -1.6616 -2.0 0.2 -0.3
O -0.4930 2.1010 -1.1959 0.8 0.8 -0.5
C -2.7401 1.8724 -0.5098 0.8 0.1 0.2
C -2.1704 1.8534 0.7536 -0.2 0.0 0.1
C -2.8583 1.3236 1.8506 -0.7 0.6 -1.3
C -4.2279 1.1250 1.7821 0.4 0.0 0.4
C -4.8361 1.3844 0.5552 0.8 0.1 -0.3
C -4.1102 1.6190 -0.6097 -0.3 0.1 0.1
N -6.3206 1.3826 0.4974 0.7 -0.2 -0.1
O -6.8798 1.2160 1.5445 -0.5 -0.1 0.6
O -6.8048 1.5802 -0.5795 -0.4 0.1 -0.6
N -1.9881 0.8917 2.9032 0.3 -0.2 0.0
O -0.8418 0.5817 2.4736 0.5 -0.1 0.3
O -2.3251 0.7953 4.0352 0.0 0.0 0.0
H -1.1978 2.3463 0.9248 -0.8 -0.2 0.0
H -4.8096 0.7686 2.6238 0.0 0.0 0.0
H -4.6237 1.6396 -1.5625 0.0 0.1 0.0
```
Positions in Å, forces in eV/Å.

Values from the calculation:
Energy = -80463.956 eV
LUMO energy = -7.5 eV
Charge = +2

***

Formula: C5H11NO
Source: OMol25
Level of theory: ωB97M-V/def2-TZVPD

```
18
Properties=species:S:1:pos:R:3:forces:R:3
C -0.0611 -1.2026 1.5480 0.4 -1.5 0.0
C 0.5157 -0.7937 0.2109 -0.2 1.6 0.4
N 0.3746 0.5699 -0.0277 0.4 -0.1 0.4
C -0.9357 1.2026 0.1049 0.5 1.0 0.4
C -2.0597 0.3907 -0.5099 0.0 -0.2 -0.1
C 1.4248 1.2543 -0.7741 -1.2 -0.5 -1.1
O 1.1856 -1.5034 -0.4988 0.4 -0.4 0.1
H 0.0141 -2.2921 1.5900 -0.4 0.0 0.0
H -1.0577 -0.8646 1.8003 -0.1 0.1 -0.2
H 0.6125 -0.8781 2.3363 0.2 0.4 0.0
H -0.9006 2.1540 -0.4345 0.2 -0.1 -0.2
H -1.0385 1.5644 1.1361 -0.6 -0.5 0.1
H -1.8121 0.2608 -1.5600 0.0 -0.1 -0.2
H -3.0373 0.8707 -0.4674 0.1 0.2 0.2
H -2.1530 -0.6074 -0.0910 0.0 0.0 0.1
H 2.4182 0.8862 -0.5427 -0.1 -0.3 0.0
H 1.1668 1.0888 -1.8272 0.8 0.2 -0.2
H 1.3983 2.3226 -0.6008 -0.1 0.2 0.3
```
Positions in Å, forces in eV/Å.

Values from the calculation:
Energy = -8900.713 eV
LUMO energy = 0.9 eV
SMILES = CCN(C)C(C)=O

***

Formula: C7H14ClN2Si
Source: OMol25
Level of theory: ωB97M-V/def2-TZVPD

```
25
Properties=species:S:1:pos:R:3:forces:R:3
C -2.6021 -0.9011 -0.6415 0.0 -5.1 -0.1
C -1.5316 -1.2440 0.1536 -0.4 3.1 0.0
C -1.8179 0.9548 0.2558 -0.2 -2.3 -1.1
C -3.7640 1.1737 -1.2239 -3.0 -2.1 2.1
C 3.6600 -1.3093 1.0455 0.3 -0.1 0.6
C 2.7870 1.0766 -0.6353 -0.5 -1.3 -1.9
C 0.1126 0.0604 1.5130 2.2 -1.9 -2.9
N -2.7528 0.4031 -0.5937 1.5 2.2 1.0
N -1.0354 -0.0411 0.6844 -1.2 0.2 -0.5
Si 2.2973 -0.6358 0.0071 -1.8 2.3 1.4
Cl 1.4890 -1.8864 -1.3837 0.1 0.0 0.2
H -3.2727 -1.7182 -1.1495 1.3 2.4 0.8
H -0.9985 -2.0769 0.4466 0.5 -1.9 0.1
H -1.7081 1.9692 0.5157 0.0 0.9 0.1
H -3.5649 2.1417 -1.0192 0.6 3.3 0.4
H -3.8531 1.0302 -2.2603 -0.1 -0.5 -1.2
H -4.7104 0.9410 -0.6171 0.9 0.3 -1.5
H 3.4152 -2.3000 1.4433 0.1 0.2 0.1
H 4.4437 -1.4822 0.2949 0.2 0.1 0.2
H 4.0562 -0.6392 1.8775 -0.7 -0.8 -1.2
H 2.0781 1.8903 -0.7306 -0.1 0.3 1.3
H 3.7909 1.2687 -0.3000 0.2 0.7 0.5
H 2.8835 1.0030 -1.7332 0.4 -0.7 0.0
H 0.4567 0.9923 1.8031 0.0 1.9 0.4
H 0.1413 -0.6708 2.2473 -0.2 -1.2 1.4
```
Positions in Å, forces in eV/Å.

Values from the calculation:
Energy = -30859.502 eV
LUMO energy = -3.1 eV
Charge = +1

***

Formula: C6H12NO
Source: OMol25
Level of theory: ωB97M-V/def2-TZVPD

```
20
Properties=species:S:1:pos:R:3:forces:R:3
C -1.2354 -0.5774 0.4445 -0.7 -1.1 1.0
C -1.5383 0.4515 -0.6302 0.5 1.0 3.5
C 0.8934 -1.0641 1.9871 3.1 1.9 -0.3
C 0.7700 0.4627 -0.3734 1.7 0.6 4.6
C 0.1531 -0.3876 0.9380 1.0 1.5 -2.9
C 1.1200 -0.3703 -1.5864 0.2 1.5 2.9
N -0.3685 1.3903 -0.5451 0.3 -3.1 -4.6
O 0.2444 0.1818 2.2099 -0.5 1.2 -0.1
H -1.8130 -0.3665 1.2837 -1.3 0.6 1.6
H -1.5172 -1.6197 0.3113 0.2 0.0 -1.1
H -1.4440 -0.0448 -1.4895 -0.3 -1.1 -3.9
H -2.4131 1.0244 -0.4432 -1.0 0.1 -0.3
H 0.4522 -1.8452 2.5478 0.1 -1.0 0.3
H 2.0317 -0.7765 2.0176 -2.0 -1.8 -0.1
H 1.6119 1.1416 0.0323 -0.9 -1.3 -0.9
H 1.1478 0.2516 -2.4056 0.3 1.2 -2.2
H 0.4352 -1.1378 -1.7031 -0.9 -1.8 -0.4
H 2.0994 -0.6451 -1.2903 1.0 -1.1 -0.5
H -0.2157 1.8832 -1.4307 -0.4 0.1 0.1
H -0.4137 2.0482 0.1253 -0.4 2.7 3.4
```
Positions in Å, forces in eV/Å.

Values from the calculation:
Energy = -9944.932 eV
LUMO energy = -3.2 eV
Charge = +1
SMILES = C[C@H]1[NH2+]CC[C@@]12CO2

***

Formula: C25H46Cl2LaN2O6P2
Source: OMol25
Level of theory: ωB97M-V/def2-TZVPD

```
84
Properties=species:S:1:pos:R:3:forces:R:3
La 0.8751 -0.9897 -1.2263 -1.8 -0.9 0.1
Cl 1.8536 0.4129 -3.1488 0.8 0.6 -1.1
P -0.9737 -3.4833 -1.3089 0.3 0.0 0.9
C 0.2149 -4.5461 -2.2917 -0.2 0.3 0.2
C -1.3538 -4.6102 0.2502 -0.3 -0.4 -1.0
C -2.4770 -3.6224 -2.4218 0.4 0.3 0.5
C 1.5942 -3.8585 -2.2383 0.3 -0.4 -0.1
H -0.1831 -4.4423 -3.3095 0.3 0.0 0.1
C 0.2278 -6.0340 -1.9209 0.6 0.0 -0.1
H 0.4506 -6.1886 -0.8558 -0.1 -0.1 -0.4
H 1.0141 -6.5411 -2.4998 -0.1 0.0 0.1
H -0.7177 -6.5340 -2.1597 0.2 0.2 0.2
H 1.5698 -2.8886 -2.7860 -0.1 -0.6 0.2
H 2.3301 -4.4464 -2.7948 0.1 0.0 0.1
H 1.9649 -3.7449 -1.1979 -0.1 -0.1 -0.5
H -2.0626 -3.3800 -3.4188 -0.2 -0.1 0.5
C -3.4596 -2.4924 -2.0347 -0.1 -0.4 -0.4
C -3.0437 -5.0505 -2.4372 -0.4 0.2 0.1
H -2.3489 -5.7596 -2.9244 -0.4 0.4 0.3
H -3.9723 -5.0514 -3.0304 0.1 -0.1 0.2
H -3.2798 -5.3972 -1.4051 0.1 0.1 -0.8
H -2.9288 -1.5285 -1.9452 -0.2 -0.5 0.0
H -3.9601 -2.7160 -1.0787 0.1 0.1 -0.4
H -4.2173 -2.4038 -2.8350 0.1 0.0 0.4
C -0.1473 -4.6188 1.1915 -0.1 0.0 0.5
H -1.5316 -5.6485 -0.0697 -0.1 0.2 0.1
C -2.6159 -4.1033 0.9557 -0.1 0.0 0.2
H 0.7822 -4.9778 0.7248 -0.3 0.3 0.0
H -0.3296 -5.3094 2.0433 -0.1 0.3 -0.3
H 0.0598 -3.6157 1.6089 -0.2 -0.6 -0.3
H -2.6040 -3.0016 1.0389 0.0 -0.3 0.0
H -2.6827 -4.5351 1.9701 0.1 0.2 -0.2
H -3.5451 -4.4061 0.4454 0.4 0.2 0.0
Cl -1.3558 0.4103 -0.9081 -0.3 0.2 0.4
H -0.4338 -2.0874 -2.6501 0.1 0.0 -0.7
P 0.0636 3.9460 -1.2168 0.1 -1.4 0.8
C -0.8953 4.5531 -2.6926 0.4 -0.3 0.3
C -0.5400 4.9426 0.2738 0.6 0.8 -1.1
C 1.8558 4.3969 -1.5218 -0.1 0.6 -0.3
C -2.0179 3.5239 -2.9869 0.3 0.6 -0.4
H -0.1606 4.4917 -3.5150 -0.2 0.0 0.2
C -1.4059 5.9738 -2.5732 -0.6 0.5 -0.5
H -2.0908 6.0954 -1.7178 0.3 0.0 -0.4
H -1.9819 6.2279 -3.4821 0.1 0.0 0.3
H -0.6094 6.7245 -2.4757 -0.1 -0.3 0.0
H -1.6285 2.4978 -2.9660 -0.2 0.3 0.1
H -2.3926 3.7445 -4.0023 -0.2 -0.2 0.4
H -2.8330 3.6233 -2.2553 0.2 -0.1 -0.2
H 1.9923 4.2163 -2.6092 -0.2 0.1 0.4
C 2.8166 3.4179 -0.8129 -0.3 -0.1 -0.1
C 2.1724 5.8720 -1.2342 0.5 0.0 -0.1
H 1.6307 6.5576 -1.8941 -0.1 -0.2 0.1
H 3.2468 6.0660 -1.4023 -0.3 0.0 0.2
H 1.9314 6.1504 -0.1997 0.1 -0.1 -0.2
H 2.5620 3.2538 0.2408 0.1 0.2 -0.1
H 3.8489 3.7785 -0.8834 -0.1 0.0 0.1
H 2.7730 2.4416 -1.3102 0.0 0.2 0.1
C -2.0230 4.6393 0.5161 0.2 -0.2 0.3
H -0.4024 6.0147 0.0051 -0.2 -0.4 0.4
C 0.2995 4.6272 1.5213 -0.2 0.0 -0.1
H -2.7034 5.1526 -0.1611 0.1 -0.1 -0.1
H -2.2819 4.9858 1.5201 -0.1 -0.1 0.1
H -2.2012 3.5561 0.4562 0.0 0.2 0.1
H 0.4044 3.5417 1.6566 0.0 0.2 0.0
H -0.2226 5.0269 2.3957 0.0 -0.1 0.1
H 1.2864 5.1033 1.5092 -0.1 -0.3 -0.2
O 1.8588 -2.5408 1.0879 0.9 3.1 1.3
C 2.0671 -1.3379 1.4811 -0.1 0.0 -2.5
O 2.1827 -0.3252 0.6458 0.4 -1.6 2.5
C 2.0912 -0.9004 2.9310 0.0 0.3 0.6
C 1.3376 0.2286 3.3110 -0.1 -0.3 0.0
C 1.2049 0.5487 4.6697 1.7 -0.9 -0.6
C 2.0262 -0.0464 5.6447 -0.3 0.2 -0.1
C 2.8680 -1.0919 5.2478 -1.5 1.0 -2.0
C 2.8741 -1.5239 3.8937 0.1 -0.5 0.9
N 3.6611 -1.7162 6.2464 2.0 -1.3 2.5
O 3.4491 -1.3620 7.4296 0.5 -0.8 -2.0
O 4.5323 -2.5618 5.9340 -1.9 1.7 0.3
N 0.3259 1.6396 4.9741 -2.1 2.9 -0.4
O -0.3526 2.0797 3.9999 1.4 -0.9 2.6
O 0.2714 2.1311 6.1189 0.3 -1.3 -1.9
H 0.8678 0.8859 2.5680 0.0 -0.7 0.3
H 2.0370 0.3181 6.6763 -0.2 -0.3 -0.5
H 3.4912 -2.3784 3.6265 -0.1 0.1 0.0
```
Positions in Å, forces in eV/Å.

Values from the calculation:
Energy = -86418.778 eV
LUMO energy = 0.4 eV
Charge = -1

***

| no. | orbital gap (Eh) |
| --- | --- |
| 1 | 0.2621 |
| 2 | 0.3583 |
| 3 | 0.3176 |
| 4 | 0.4069 |
| 5 | 0.1569 |